ORCA calculation (ωB97M-V/def2-TZVPD) on 2 unconnected molecules or ions with the total composition C9H13N3.

Its energy above the lowest of the compared OMol25 structures with the same formula, charge and spin is 466.88 kJ/mol. The molecular weight is 163.22 u. The orbital gap (alpha / beta) is 8.04 / 5.14 eV. As for the charge: +2. The value obtained for the LUMO energy (alpha / beta) is -7.966 / -9.495 eV. The calculation puts the electronic energy at -514.2272 a.u.

XYZ file:
```
25
Properties=species:S:1:pos:R:3:forces:R:3
C -3.911 -0.664 -0.101 -2.68 -0.70 -0.83
C -3.237 -0.310 -1.264 1.62 1.23 0.22
C -3.300 -0.448 1.081 -1.90 -1.92 1.18
C -1.933 0.232 -1.319 -0.89 -1.92 2.49
C -1.928 -0.078 1.132 0.91 0.12 -0.71
C -1.245 0.369 -0.099 0.41 0.55 -1.04
C 3.256 -1.351 0.339 0.67 0.08 0.07
C 2.932 1.039 -0.119 -0.23 1.30 0.68
C -0.007 1.017 -0.009 0.50 0.08 0.39
N 3.207 -2.189 -0.635 -0.83 -1.10 -2.58
N 3.025 2.332 -0.171 2.35 1.03 -0.60
N 3.136 -0.115 0.072 0.06 2.56 -0.22
H -4.983 -1.091 -0.215 2.03 0.91 0.47
H -3.720 -0.311 -2.182 -1.09 -0.52 -1.59
H -3.854 -0.751 2.010 0.82 0.59 -0.79
H -1.456 0.306 -2.233 0.75 0.79 -1.73
H -1.814 0.651 1.856 0.40 1.71 1.90
H 3.641 -1.632 1.260 0.24 -0.66 1.79
H 0.776 1.042 -0.835 -1.75 0.29 0.98
H 0.223 1.481 0.994 0.18 -0.69 -1.24
H 3.392 -3.138 -0.568 0.54 -1.96 0.75
H 2.842 -1.962 -1.544 0.07 0.51 -0.11
H 2.221 2.904 -0.350 -0.57 0.01 0.02
H 3.932 2.926 -0.265 -1.63 -1.81 0.25
H -1.341 -0.902 1.536 0.03 -0.46 0.23
```
Positions in Å, forces in eV/Å.